# 1
32
Properties=species:S:1:pos:R:3 method="wB97M-V/def2-TZVPD" total_charge=+1 gap_ev=9.440 energy_ha=-749.83097 homo_energy_ha=-0.478 lumo_energy_ev=-3.6
C -0.27 0.70 -5.77
O -0.44 -0.39 -4.86
C -1.55 -0.36 -4.08
N -1.42 0.65 -2.91
B -0.16 0.56 -1.94
N 0.00 1.50 -0.88
O 0.60 -0.49 -2.22
H -0.47 0.35 -6.78
H -0.96 1.53 -5.55
H 0.75 1.05 -5.69
H -2.46 -0.07 -4.61
H -1.69 -1.33 -3.60
H -1.49 1.60 -3.29
H -2.24 0.55 -2.31
H -0.34 2.44 -1.05
H -0.39 1.20 0.01
H 1.47 -0.49 -1.82
C 1.61 -0.73 1.63
C 0.30 -1.26 2.19
O 0.43 -1.64 3.57
C 0.39 -0.61 4.43
O 0.22 0.54 4.12
O 0.56 -1.09 5.65
C 0.56 -0.09 6.69
H 2.40 -1.47 1.75
H 1.49 -0.53 0.57
H 1.90 0.19 2.13
H -0.01 -2.17 1.68
H -0.50 -0.52 2.11
H -0.34 0.51 6.63
H 1.44 0.54 6.60
H 0.60 -0.65 7.62

# 2
13
Properties=species:S:1:pos:R:3 method="wB97M-V/def2-TZVPD" gap_ev=9.344 energy_ha=-340.72950 homo_energy_ha=-0.312 smiles=Cc1cc(N)on1 e_above_lowest_ev=1.780 lumo_energy_ev=0.9
C -2.28 0.31 -0.06
C -0.87 -0.16 -0.28
C 0.26 0.33 0.42
C 1.31 -0.36 -0.08
N 2.62 -0.25 0.35
O 0.91 -1.22 -1.02
N -0.54 -1.09 -1.15
H -3.01 -0.19 -0.70
H -2.56 0.14 0.98
H -2.33 1.39 -0.25
H 0.29 1.07 1.19
H 2.80 0.62 0.82
H 3.40 -0.59 -0.20

# 3
6
Properties=species:S:1:pos:R:3 method="wB97M-V/def2-TZVPD" gap_ev="7.892 / 7.899" energy_ha=-339.88933 homo_energy_ha="-0.397 / -0.397" e_above_lowest_ev=0.625 lumo_energy_ev="-2.9 / -2.9"
C 1.08 0.12 -0.73
C 2.26 0.05 -0.14
C -2.19 -0.06 0.12
O -1.99 -1.19 0.10
O 3.22 0.01 0.51
O -2.37 1.07 0.15

# 4
59
Properties=species:S:1:pos:R:3 method="wB97M-V/def2-TZVPD" total_charge=+3 gap_ev=7.383 energy_ha=-2278.08759 homo_energy_ha=-0.638 lumo_energy_ev=-10.0
Y 0.44 0.31 -0.99
S -1.00 2.63 -1.22
S -1.28 -1.80 -1.15
C -2.84 2.61 -1.35
C -0.58 2.60 -3.02
C -0.99 1.33 -3.78
N -0.40 0.09 -3.24
C -1.13 -1.11 -3.77
C -0.73 -2.25 -2.85
H 0.51 2.81 -3.10
H -1.14 3.46 -3.42
H -0.68 1.43 -4.83
H -2.09 1.24 -3.76
H -0.86 -1.29 -4.82
H -2.22 -0.94 -3.73
H 0.38 -2.37 -2.81
H -1.18 -3.21 -3.14
C -3.12 -2.02 -1.28
H 0.54 -0.01 -3.65
H -3.64 -1.22 -1.85
H -3.50 -2.05 -0.25
H -3.27 -3.00 -1.75
H -3.23 2.76 -0.34
H -3.24 1.68 -1.77
H -3.12 3.47 -1.98
C 3.95 0.45 -2.51
C 4.49 0.66 -1.30
H 3.45 1.23 -3.06
H 4.05 -0.53 -3.00
H 4.45 1.62 -0.78
H 5.04 -0.13 -0.75
C -2.42 -0.80 2.20
P -1.12 0.39 1.69
C -2.02 1.97 2.08
C 0.05 0.22 3.09
C -0.26 0.60 4.40
C 0.75 0.69 5.35
C 2.06 0.28 5.07
C 2.34 -0.16 3.77
C 1.35 -0.24 2.79
P 1.68 -1.00 1.15
C 3.47 -0.99 0.93
C 1.23 -2.73 1.53
H -3.32 -0.76 1.57
H -2.70 -0.56 3.24
H -2.00 -1.81 2.18
H -2.00 2.05 3.17
H -1.51 2.82 1.63
H -3.06 1.94 1.74
H -1.30 0.85 4.68
H 0.51 1.10 6.34
H 2.83 0.31 5.84
H 3.37 -0.43 3.52
H 4.05 -1.63 1.61
H 3.69 -1.33 -0.10
H 3.87 0.04 0.99
H 1.90 -3.17 2.27
H 0.21 -2.77 1.91
H 1.28 -3.34 0.63

# 5
230
Properties=species:S:1:pos:R:3 method="wB97M-V/def2-TZVPD" gap_ev=7.511 energy_ha=-4056.78274 homo_energy_ha=-0.270 smiles=CC1(C)CCCC(C)(C)N1O.CC1(C)CCCC(C)(C)N1O.CC1(C)CCCC(C)(C)N1O.CC1(C)CCCC(C)(C)N1O.CC1(C)CCCC(C)(C)N1O.CC1(C)CCCC(C)(C)N1O.OCCO.OCCO.OCCO.OCCO.OCCO e_above_lowest_ev=2.421 lumo_energy_ev=0.2
C -5.47 -2.77 6.44
C -4.21 -2.82 5.46
C -3.24 -3.86 6.06
C -4.69 -3.27 4.05
C -3.61 -3.04 2.90
C -3.10 -1.60 2.93
C -2.62 -1.09 4.33
C -1.19 -1.72 4.52
C -2.55 0.43 4.14
N -3.59 -1.46 5.36
O -3.23 -0.96 6.62
H -6.12 -3.62 6.20
H -5.29 -2.84 7.52
H -6.06 -1.87 6.29
H -3.43 -4.84 5.62
H -2.18 -3.60 5.97
H -3.41 -4.22 7.08
H -4.88 -4.34 4.01
H -5.57 -2.77 3.64
H -2.81 -3.77 3.05
H -3.95 -3.26 1.89
H -3.96 -1.07 2.51
H -2.33 -1.37 2.20
H -0.53 -1.48 3.69
H -1.15 -2.81 4.55
H -0.80 -1.43 5.49
H -1.84 0.47 3.32
H -2.16 0.90 5.04
H -3.48 0.98 3.95
H -2.44 -1.49 6.74
C 4.47 -1.28 -1.63
C 4.99 -0.07 -2.40
C 4.08 1.18 -2.19
C 6.33 0.40 -1.80
C 7.52 -0.42 -2.42
C 7.49 -0.50 -3.97
C 6.15 -1.00 -4.51
C 6.20 -0.61 -6.05
C 6.20 -2.57 -4.40
N 5.04 -0.22 -3.90
O 3.82 -0.59 -4.47
H 5.12 -2.15 -1.72
H 4.34 -1.05 -0.58
H 3.54 -1.72 -1.99
H 3.09 0.88 -2.52
H 4.01 1.59 -1.18
H 4.43 2.03 -2.77
H 6.66 1.44 -1.78
H 6.28 0.19 -0.74
H 8.38 0.16 -2.07
H 7.69 -1.39 -1.95
H 8.29 -1.19 -4.24
H 7.76 0.52 -4.24
H 6.04 0.44 -6.30
H 5.38 -1.00 -6.65
H 7.04 -1.07 -6.58
H 6.30 -2.95 -3.38
H 7.11 -2.95 -4.87
H 5.32 -2.98 -4.89
H 3.57 0.23 -4.92
C 0.25 3.25 5.24
C 1.53 3.76 4.58
C 1.21 5.22 4.08
C 2.65 3.81 5.62
C 3.35 2.50 5.98
C 3.68 1.76 4.74
C 2.56 1.58 3.72
C 3.36 1.16 2.37
C 1.58 0.44 4.07
N 2.00 2.91 3.51
O 1.00 2.94 2.47
H -0.34 2.82 4.43
H 0.41 2.40 5.89
H -0.27 4.07 5.74
H 0.94 5.82 4.95
H 2.12 5.64 3.66
H 0.33 5.30 3.45
H 3.40 4.58 5.41
H 2.21 4.09 6.57
H 4.17 2.70 6.67
H 2.71 1.88 6.62
H 4.13 0.79 4.94
H 4.41 2.49 4.40
H 4.21 1.85 2.36
H 2.89 1.34 1.40
H 3.65 0.11 2.44
H 1.95 -0.46 4.56
H 1.10 0.12 3.14
H 0.76 0.77 4.72
H 1.49 3.49 1.86
C 0.76 -6.48 4.68
C 1.34 -5.90 3.36
C 1.60 -7.21 2.39
C 0.20 -4.96 2.77
C 0.61 -3.77 1.90
C 1.76 -3.07 2.64
C 3.00 -3.97 2.91
C 3.66 -4.47 1.63
C 4.05 -3.04 3.65
N 2.52 -5.12 3.64
O 3.50 -5.94 4.15
H 1.26 -7.41 4.97
H 0.85 -5.74 5.47
H -0.31 -6.68 4.66
H 2.34 -7.87 2.83
H 0.63 -7.65 2.16
H 1.91 -6.74 1.45
H -0.63 -5.45 2.27
H -0.32 -4.52 3.62
H 0.98 -3.97 0.90
H -0.19 -3.09 1.63
H 1.41 -2.53 3.52
H 2.16 -2.33 1.95
H 3.04 -5.09 0.98
H 4.52 -5.12 1.80
H 3.98 -3.64 1.01
H 4.43 -2.27 2.97
H 4.83 -3.56 4.20
H 3.47 -2.48 4.40
H 3.71 -6.42 3.34
C -6.91 -2.32 -5.40
C -5.36 -2.38 -5.24
C -4.93 -3.77 -5.78
C -4.60 -1.35 -6.14
C -4.63 0.10 -5.65
C -4.15 0.24 -4.21
C -4.81 -0.79 -3.26
C -3.88 -0.86 -2.02
C -6.24 -0.28 -2.81
N -4.93 -2.13 -3.84
O -5.28 -3.15 -2.95
H -7.20 -1.28 -5.30
H -7.30 -2.73 -6.33
H -7.50 -2.88 -4.67
H -5.10 -3.84 -6.85
H -3.86 -3.97 -5.65
H -5.49 -4.63 -5.41
H -3.54 -1.62 -6.17
H -5.09 -1.32 -7.12
H -3.97 0.72 -6.26
H -5.67 0.41 -5.74
H -4.39 1.25 -3.88
H -3.07 0.14 -4.10
H -3.64 0.15 -1.70
H -2.97 -1.44 -2.15
H -4.40 -1.26 -1.15
H -7.04 -0.23 -3.55
H -6.27 0.70 -2.34
H -6.63 -0.96 -2.05
H -4.47 -3.64 -2.79
C 2.13 7.02 -0.86
C 0.85 6.19 -0.77
C 1.20 4.73 -0.49
C 0.11 6.83 0.51
C -0.86 8.02 0.11
C -1.74 7.60 -1.12
C -0.90 7.29 -2.36
C -1.82 6.95 -3.56
C -0.19 8.62 -2.78
N 0.03 6.14 -2.03
O 0.72 5.70 -3.12
H 1.85 8.06 -1.03
H 2.78 6.92 0.01
H 2.68 6.75 -1.77
H 1.88 4.62 0.35
H 0.28 4.20 -0.26
H 1.61 4.28 -1.39
H -0.50 6.05 0.97
H 0.88 7.18 1.20
H -1.42 8.47 0.93
H -0.33 8.94 -0.14
H -2.55 8.30 -1.34
H -2.27 6.69 -0.85
H -2.30 5.98 -3.45
H -1.21 6.80 -4.46
H -2.68 7.61 -3.66
H 0.60 8.46 -3.50
H 0.31 9.15 -1.96
H -0.94 9.34 -3.13
H 1.25 6.46 -3.37
O -1.17 -0.65 0.08
C -0.10 -0.47 -0.82
C 1.10 0.10 -0.10
O 0.94 1.46 0.01
H -1.42 0.18 0.48
H 0.16 -1.49 -1.13
H -0.40 0.19 -1.63
H 2.05 -0.18 -0.57
H 1.24 -0.28 0.91
H 0.16 1.71 0.50
O -1.94 2.38 0.18
C -2.92 3.36 0.50
C -3.25 3.34 2.05
O -2.15 3.98 2.75
H -1.91 2.61 -0.75
H -2.57 4.38 0.30
H -3.84 3.13 -0.04
H -3.49 2.33 2.38
H -4.08 3.96 2.39
H -1.36 3.46 2.93
O -1.24 3.56 -2.34
C -0.98 2.75 -3.41
C 0.47 2.21 -3.61
O 0.53 1.52 -4.81
H -0.83 4.42 -2.43
H -1.67 1.90 -3.42
H -1.36 3.34 -4.25
H 0.75 1.59 -2.76
H 1.22 2.99 -3.66
H 1.42 1.42 -5.16
O -0.12 -4.78 -1.75
C -1.18 -5.25 -0.99
C -2.42 -4.35 -1.16
O -3.07 -4.67 -2.39
H 0.38 -5.60 -1.89
H -1.34 -6.28 -1.30
H -1.02 -5.26 0.09
H -2.07 -3.32 -1.15
H -3.07 -4.64 -0.34
H -2.41 -4.63 -3.09
O 1.59 -2.95 -4.26
C 0.33 -2.39 -4.18
C -0.97 -2.84 -4.88
O -1.22 -4.21 -4.61
H 2.30 -2.31 -4.28
H 0.09 -2.44 -3.12
H 0.51 -1.35 -4.46
H -0.80 -2.64 -5.94
H -1.83 -2.23 -4.61
H -0.39 -4.62 -4.35

# 6
32
Properties=species:S:1:pos:R:3 method="wB97M-V/def2-TZVPD" multiplicity=9 gap_ev="6.272 / 7.005" energy_ha=-2367.45877 homo_energy_ha="-0.228 / -0.331" lumo_energy_ev="0.1 / -2.0"
Co 0.27 0.89 0.04
Cl 1.90 2.11 -0.99
C 0.10 0.68 1.96
H -0.32 -0.33 2.06
H -0.56 1.43 2.45
H 1.09 0.71 2.45
Ru -0.37 2.72 -1.28
C -0.73 2.63 -3.24
C -0.76 4.60 -0.69
C -1.65 1.57 -0.52
H -1.64 4.67 -0.03
H 0.14 4.94 -0.15
H -0.90 5.22 -1.59
H -1.62 2.02 -3.49
H -0.87 3.67 -3.59
H 0.17 2.20 -3.71
H -2.20 1.83 0.41
H -2.19 0.83 -1.12
C 1.29 -0.99 -0.32
C 0.90 -2.20 0.40
C 1.70 -2.73 1.44
C 1.35 -3.90 2.10
C 0.19 -4.60 1.72
C -0.62 -4.09 0.69
C -0.27 -2.91 0.04
H 2.32 -0.68 -0.10
H 1.11 -1.07 -1.41
H 2.64 -2.22 1.69
H 1.98 -4.28 2.91
H -0.08 -5.54 2.23
H -1.52 -4.64 0.40
H -0.89 -2.54 -0.78

# 7
17
Properties=species:S:1:pos:R:3 method="wB97M-V/def2-TZVPD" total_charge=-1 gap_ev=6.619 energy_ha=-363.57326 homo_energy_ha=-0.102 smiles=C[C@@H](O)[C@H](N)C[O-] e_above_lowest_ev=4.113 lumo_energy_ev=3.9
C 1.68 0.13 0.52
C 0.33 -0.57 0.91
O 0.09 0.18 2.15
C -0.86 -0.29 -0.13
N -0.62 -1.46 -1.13
C -0.88 1.07 -0.92
O 0.30 1.06 -1.70
H 2.10 -0.06 -0.43
H 1.62 1.22 0.53
H 2.44 -0.13 1.38
H 0.53 -1.63 1.02
H -0.79 0.16 2.55
H -1.78 -0.55 0.50
H -0.08 -0.82 -1.84
H -1.47 -1.51 -1.69
H -1.77 1.44 -1.70
H -0.84 1.76 -0.03

# 8
15
Properties=species:S:1:pos:R:3 method="wB97M-V/def2-TZVPD" gap_ev=9.185 energy_ha=-1007.93557 homo_energy_ha=-0.330 smiles=NCCSS.O e_above_lowest_ev=0.770 lumo_energy_ev=0.2
N -2.07 2.83 1.50
C -1.16 2.59 0.33
C -0.67 1.10 0.35
S 0.63 0.86 -0.84
S 0.84 -1.23 -0.51
H -1.59 3.52 2.08
H -2.95 3.15 1.15
H -0.21 3.14 0.46
H -1.77 2.96 -0.61
H -1.49 0.42 0.06
H -0.48 1.00 1.41
H 0.43 -1.68 -1.70
O 0.88 -4.91 0.40
H 1.23 -4.08 0.07
H 1.52 -5.12 1.08

# 9
14
Properties=species:S:1:pos:R:3 method="wB97M-V/def2-TZVPD" gap_ev=9.766 energy_ha=-307.60052 homo_energy_ha=-0.326 smiles="C=C1CCO1.O" e_above_lowest_ev=3.045 lumo_energy_ev=0.9
C -1.49 -0.48 -0.90
C -0.32 -0.04 -0.54
C 1.12 -0.52 -0.57
C 1.44 0.85 0.07
O 0.04 1.22 -0.06
H -1.75 -1.54 -0.94
H -2.37 0.14 -1.10
H 1.39 -1.42 -0.02
H 1.39 -0.60 -1.63
H 2.01 1.60 -0.48
H 1.79 0.81 1.11
O -1.29 -0.03 1.89
H -1.10 0.86 1.50
H -0.86 -0.81 1.48

# 10
12
Properties=species:S:1:pos:R:3 method="wB97M-V/def2-TZVPD" total_charge=-1 multiplicity=2 gap_ev="3.258 / 5.421" energy_ha=-931.43232 homo_energy_ha="-0.006 / -0.088" e_above_lowest_ev=2.163 lumo_energy_ev="3.1 / 3.0"
S -1.63 0.37 1.03
S -0.84 -1.55 1.00
H -1.94 0.40 2.33
H 0.12 -1.19 0.09
C 2.85 0.68 -1.01
C 0.83 1.23 -2.15
N 1.52 0.35 -1.40
H 3.25 -0.10 -0.34
H 3.56 0.73 -1.85
H 2.87 1.59 -0.38
H -0.10 1.70 -1.81
H 1.38 1.79 -2.93